1.
Here is C2HMgO3 as an isolated structure in a non-equilibrium geometry from OMol25. Energies are from the ωB97M-V functional and the def2-TZVPD basis.

As for the energy above the lowest of the compared OMol25 structures with the same formula, charge and spin: 220.6 kJ/mol. The total charge is +3. As for the HOMO-LUMO gap (alpha / beta): 7.78 / 7.30 eV. The value obtained for the total energy is -500.883077 hartree. The lowest unoccupied orbital energy (alpha / beta) is -18.0 / -18.4 eV.

Last column: Mulliken charge in e.
Cartesian coordinates (Å):
O -2.0664 0.2969 -0.2676  -0.08
H -2.6468 1.0589 0.0199  0.51
O 0.8905 0.1960 -0.0407  0.27
C -0.2600 -0.1449 0.1707  0.88
C -1.4864 -0.4916 0.5474  0.14
O 1.8169 -0.7559 -0.1474  -0.35
Mg 3.7522 -0.1595 -0.2824  1.64

2.
Here is one molecule with the formula C6H9N3O2 in a non-equilibrium geometry from OMol25. Energies are from the ωB97M-V functional and the def2-TZVPD basis.

As for the energy above the lowest of the compared OMol25 structures with the same formula, charge and spin: 223.5 kJ/mol. As for the HOMO-LUMO gap: 8.98 eV. The value obtained for the total energy is -548.736250 hartree. The lowest unoccupied orbital energy is 0.4 eV.

Last column: Mulliken charge in e.
Cartesian coordinates (Å):
C 1.9037 1.9181 -0.0825  -0.90
N 0.8747 0.9358 -0.4466  -0.44
C 0.4243 -0.0388 0.5319  0.04
N 1.1855 -1.1994 0.4345  -0.63
C 0.6865 -2.3197 0.0491  -0.05
C -0.7001 -2.5693 -0.2308  -0.71
C -1.5484 -1.4889 -0.1802  0.10
N -1.1248 -0.2791 0.2209  0.10
C -2.0690 0.7717 0.1826  0.58
O -3.2479 0.5960 0.0412  -0.56
O -1.6015 2.0201 0.3802  -0.48
H 2.0134 2.6250 -0.8129  0.34
H 1.4810 2.4017 0.9082  0.27
H 2.8208 1.4807 0.2030  0.38
H 1.1299 0.5201 -1.3180  0.22
H 0.6949 0.2994 1.5285  0.28
H 1.3780 -3.0281 -0.1453  0.51
H -1.0242 -3.4612 -0.8512  0.25
H -2.6064 -1.3289 -0.6128  0.33
H -0.6703 2.1446 0.2000  0.36

3.
Here is C21H15IrN4O as an isolated structure in a non-equilibrium geometry from OMol25. Energies are from the ωB97M-V functional and the def2-TZVPD basis.

As for the energy above the lowest of the compared OMol25 structures with the same formula, charge and spin: 188.8 kJ/mol. The total charge is +3. As for the HOMO-LUMO gap (alpha / beta): 4.26 / 3.88 eV. As for the spin multiplicity: 2. The value obtained for the total energy is -1206.789080 hartree. The lowest unoccupied orbital energy (alpha / beta) is -12.9 / -13.4 eV.

Last column: Mulliken spin population.
Cartesian coordinates (Å):
Ir 0.0000 0.4771 -0.9647  1.01
C 3.4359 -2.2780 -1.1772  -0.01
C 2.6550 -1.1222 -1.2302  0.02
N 1.3346 -1.1753 -1.1947  -0.04
C 0.7058 -2.3704 -1.1310  0.00
C 1.4116 -3.5818 -1.0916  0.00
C 2.8181 -3.5061 -1.0963  0.01
C 0.6787 -4.8078 -1.0599  0.00
C -0.6786 -4.8078 -1.0597  0.00
C -1.4116 -3.5817 -1.0912  0.00
C -2.8180 -3.5060 -1.0957  0.01
C -3.4358 -2.2779 -1.1766  -0.01
C -2.6549 -1.1221 -1.2299  0.02
N -1.3345 -1.1752 -1.1946  -0.04
C -0.7058 -2.3704 -1.1308  0.00
H 4.5120 -2.1869 -1.2042  0.00
H 3.1141 -0.1461 -1.3221  0.00
H 3.4079 -4.4126 -1.0412  0.00
H 1.2236 -5.7426 -1.0465  0.00
H -1.2236 -5.7426 -1.0462  0.00
H -3.4078 -4.4125 -1.0404  0.00
H -4.5118 -2.1869 -1.2036  0.00
H -3.1139 -0.1460 -1.3218  0.00
O -0.0002 0.6929 1.2632  -0.07
C -0.0002 1.6567 2.0312  -0.02
C -0.0003 1.3772 3.4603  -0.18
C -0.0003 2.3810 4.3769  0.06
C -0.0002 3.7272 3.9383  -0.11
C -0.0001 4.0511 2.5815  -0.11
C -0.0001 3.0728 1.5884  0.04
C 0.0000 3.4308 0.2105  0.00
N 0.0001 2.6141 -0.8768  0.05
C 0.0001 3.3968 -1.9738  0.18
C 0.0002 4.7358 -1.5789  0.17
N 0.0001 4.7257 -0.2414  0.03
H -0.0004 0.3349 3.7534  0.00
H -0.0004 2.1556 5.4354  -0.01
H -0.0002 4.5251 4.6716  0.01
H 0.0000 5.1025 2.3285  -0.02
H 0.0002 3.0025 -2.9779  0.00
H 0.0003 5.6390 -2.1713  0.00
H 0.0001 5.5600 0.3310  0.00

4.
Here is C6H7N as an isolated structure in a non-equilibrium geometry from OMol25. Energies are from the ωB97M-V functional and the def2-TZVPD basis.

As for the energy above the lowest of the compared OMol25 structures with the same formula, charge and spin: 595.6 kJ/mol. As for the HOMO-LUMO gap: 9.66 eV. The value obtained for the total energy is -287.360379 hartree. The lowest unoccupied orbital energy is 0.6 eV.

Last column: Mulliken charge in e.
Cartesian coordinates (Å):
C -0.6340 0.2108 1.5228  -0.09
C -1.0749 -0.8486 -0.3939  0.18
C 0.2330 -1.4632 -0.3536  -0.70
C -0.1144 0.2215 -1.1770  -0.75
C 1.0488 0.5781 -0.1991  -0.72
C 0.6720 -0.4735 0.8957  0.01
N -1.5750 -0.0754 0.7093  -0.59
H -0.7110 0.8535 2.4038  0.40
H -1.8526 -1.0468 -1.2034  0.44
H 0.3918 -0.1653 -2.0166  0.38
H -0.7679 0.9636 -1.5200  0.47
H 1.9707 0.4665 -0.5456  0.34
H 1.0601 1.7145 0.1295  0.25
H 1.3535 -0.9358 1.7481  0.38

5.
Here is one molecule with the formula C5H6O in a non-equilibrium geometry from OMol25. Energies are from the ωB97M-V functional and the def2-TZVPD basis.

As for the energy above the lowest of the compared OMol25 structures with the same formula, charge and spin: 0.0 kJ/mol. As for the HOMO-LUMO gap (alpha / beta): 8.77 / 8.25 eV. As for the spin multiplicity: 3. The value obtained for the total energy is -269.180190 hartree. The lowest unoccupied orbital energy (alpha / beta) is 1.0 / -1.7 eV.

Last column: Mulliken spin population.
Cartesian coordinates (Å):
C -0.6120 1.0497 0.5644  0.92
C -1.0749 0.6073 1.6793  -0.08
C 1.2668 -1.2724 -0.5376  0.01
C -0.0606 0.8915 -0.8004  0.01
C 0.1006 -0.6026 -0.9695  0.62
O 1.4260 -2.4850 -0.5566  0.32
H -1.1696 -0.4363 1.9605  0.05
H -1.3605 1.3016 2.4573  0.06
H 2.1067 -0.6098 -0.2364  0.00
H -0.7321 1.3309 -1.5392  0.03
H 0.8984 1.4079 -0.8640  0.02
H -0.7888 -1.1829 -1.1578  0.03

6.
Here is one molecule with the formula C15H22N2O2S in a non-equilibrium geometry from OMol25. Energies are from the ωB97M-V functional and the def2-TZVPD basis.

As for the energy above the lowest of the compared OMol25 structures with the same formula, charge and spin: 1865.7 kJ/mol. As for the HOMO-LUMO gap: 8.62 eV. The value obtained for the total energy is -1242.289369 hartree. The lowest unoccupied orbital energy is 0.1 eV.

Last column: Mulliken charge in e.
Cartesian coordinates (Å):
C 1.3396 3.0078 0.9388  -0.75
S -0.2437 3.5729 0.0011  -0.14
C 0.7067 3.1142 -1.7058  -0.03
C 1.6726 4.0406 -2.2942  -1.01
C 1.9745 3.7227 -3.5478  -0.24
C 1.7835 2.5040 -4.1698  -0.47
C 1.0087 1.5132 -3.4844  0.78
C 0.3520 1.7391 -2.5393  -0.54
N -0.5884 1.0019 -1.8370  0.06
C -0.8375 -0.2446 -1.8207  0.74
O -0.3212 -1.0608 -2.9813  -0.74
C -1.8625 -0.9174 -0.9683  -1.71
N -0.9030 -1.6590 0.0574  -0.04
C -0.1132 -0.7674 1.0188  -0.46
C 0.4215 -1.7369 1.9170  0.25
C 1.5050 -0.7921 2.7631  -1.58
O -0.2151 -2.3589 2.6712  -0.34
C -1.4708 -3.1692 1.8830  0.36
C -2.1739 -3.9655 3.0003  -2.07
C -1.9099 -2.4142 0.9973  -0.24
H 2.0587 3.6228 0.7463  0.51
H 1.4658 1.8802 0.8309  0.08
H 0.9231 3.2641 1.9913  0.28
H 1.8536 4.8970 -2.0075  0.73
H 2.8904 4.3082 -3.8871  0.22
H 2.4336 2.1786 -5.2340  0.20
H 0.8467 0.5413 -4.0552  0.36
H -0.6817 1.2338 -0.9114  0.05
H -2.4674 -0.3580 -0.7281  0.99
H -2.5123 -1.6851 -1.4973  0.57
H 0.6448 -0.3236 0.2301  0.35
H -0.7512 0.0462 1.4066  0.12
H 1.1926 -2.2742 1.5023  0.31
H 1.8011 -1.2771 3.5770  0.58
H 2.3237 -0.2777 2.0816  0.22
H 0.8056 -0.0689 3.2117  0.38
H -0.5631 -3.9584 1.4635  0.23
H -2.7103 -4.5111 2.5825  0.78
H -2.8527 -3.2730 3.3718  0.50
H -1.4154 -4.3911 3.6872  0.29
H -2.6523 -3.1139 0.2653  0.22
H -2.7579 -1.5906 1.4728  0.21

7.
Here is a 7-piece molecular cluster, C37H48Cl25IN2O6 overall in a non-equilibrium geometry from OMol25. Energies are from the ωB97M-V functional and the def2-TZVPD basis.

As for the HOMO-LUMO gap: 8.57 eV. The value obtained for the total energy is -13801.879366 hartree. The lowest unoccupied orbital energy is 0.0 eV.

Last column: Mulliken charge in e.
Cartesian coordinates (Å):
O 3.4339 1.2201 3.3088  -0.26
N 2.7315 1.9272 2.7087  0.11
O 1.5861 1.2412 2.2577  -0.23
C 1.1136 1.8891 1.0714  -1.10
C 1.0280 0.9231 -0.1387  2.09
C 2.4201 0.8825 -0.7924  -1.69
O 3.3858 0.4995 0.1582  0.23
C 4.6558 0.3412 -0.3249  0.80
C 5.6296 0.0736 0.6402  -0.44
C 6.9542 -0.1526 0.3175  -0.63
C 7.3364 -0.1166 -1.0284  -0.53
C 6.3781 0.1830 -1.9757  -0.68
C 5.0418 0.4145 -1.6609  -0.63
O 0.7559 -0.4183 0.2055  -0.36
C -0.5284 -0.7101 0.6781  0.17
O -1.4778 0.3351 0.5043  0.81
C -1.1019 -1.9896 -0.0053  -0.46
C -0.7627 -2.1282 -1.4949  -1.58
C -1.5971 -1.2697 -2.4880  -0.20
C -3.0707 -1.1256 -2.1293  0.13
C -3.8718 -0.1582 -3.0419  -1.22
C -3.1723 1.1824 -3.3728  -0.31
C -2.6725 1.8711 -2.0745  1.58
C -2.9144 3.3992 -2.0404  -1.13
C -1.8546 4.0639 -1.0988  0.36
C -2.4521 5.0908 -0.1246  -1.23
C -3.4971 4.4582 0.8247  -0.98
C -2.9772 3.1617 1.4859  2.73
N -2.9237 3.1955 2.9472  0.32
C -3.7622 3.7626 3.8675  -0.46
C -3.2697 3.4674 5.1134  -0.66
C -2.0730 2.6885 4.9679  -0.94
C -1.9142 2.5569 3.6107  0.03
C -0.4044 -1.0694 2.2010  -1.17
O 0.8070 -1.7982 2.3222  -0.02
C 1.1608 -1.9334 3.6700  0.26
Cl 2.8532 -2.5494 3.6809  -0.27
C 0.2238 -2.8949 4.4230  -1.60
C -0.0723 -4.2037 3.6570  0.19
C -1.5935 -4.4749 3.7481  -1.28
I -2.2254 -5.9865 2.3523  -0.03
H 1.7771 2.7293 0.8387  0.73
H 0.1071 2.2756 1.2720  -0.03
H 0.3781 1.3276 -0.9273  -0.89
H 2.3909 0.1972 -1.6542  0.54
H 2.6143 1.8830 -1.2187  0.57
H 5.3318 0.0414 1.6874  0.31
H 7.6408 -0.3834 1.1267  0.41
H 8.3716 -0.3261 -1.2832  0.41
H 6.7095 0.2029 -3.0125  0.41
H 4.3253 0.6429 -2.4415  0.38
H -1.9847 0.3680 1.3273  -0.07
H -0.6657 -2.8462 0.5299  0.07
H -2.1730 -2.0014 0.2164  0.29
H 0.3073 -1.9960 -1.6864  0.19
H -0.9675 -3.1794 -1.7529  0.62
H -1.0851 -0.3158 -2.6559  -0.11
H -1.5574 -1.8001 -3.4533  0.60
H -3.6064 -2.0844 -2.1848  0.56
H -3.2236 -0.7650 -1.1048  -0.31
H -4.8435 0.0873 -2.5889  0.34
H -4.1040 -0.6545 -3.9976  0.39
H -3.7983 1.8665 -3.9543  0.55
H -2.2789 0.9391 -3.9632  -0.31
H -1.5969 1.6796 -1.9955  -0.59
H -3.1257 1.4287 -1.1784  -0.34
H -3.9309 3.6149 -1.6966  0.33
H -2.7473 3.7743 -3.0573  0.47
H -1.2709 3.2804 -0.6042  -0.76
H -1.1509 4.5880 -1.7623  0.57
H -1.6343 5.5394 0.4557  0.38
H -2.9345 5.8865 -0.7055  0.40
H -3.6757 5.1871 1.6262  0.47
H -4.4587 4.3048 0.3257  0.33
H -1.9857 2.8723 1.1367  -1.69
H -3.6498 2.3503 1.1755  -0.35
H -4.6515 4.3255 3.6216  0.43
H -3.6778 3.7747 6.0684  0.45
H -1.4164 2.2815 5.7225  0.49
H -1.1632 2.0653 3.0024  0.16
H -0.3928 -0.1726 2.8374  0.74
H -1.2503 -1.7425 2.4146  0.47
H 1.1559 -0.9628 4.1850  0.45
H -0.6919 -2.3670 4.7205  0.48
H 0.7298 -3.1551 5.3632  0.53
H 0.1510 -4.1212 2.5866  0.13
H 0.4841 -5.0497 4.0596  0.29
H -2.1744 -3.5646 3.5862  0.40
H -1.8079 -4.8506 4.7524  0.55
Cl 4.6690 -7.5310 5.6088  -0.07
C 3.1114 -6.7021 5.7403  0.09
Cl 1.8143 -7.7969 5.2283  -0.10
Cl 2.8455 -6.2286 7.4244  -0.12
Cl 3.1010 -5.2576 4.7185  0.12
Cl 3.5009 -7.2570 -0.5537  -0.11
C 4.3253 -6.6755 0.8994  0.25
Cl 6.0226 -7.1728 0.8531  -0.11
Cl 4.2267 -4.9114 0.9674  -0.01
Cl 3.5501 -7.3568 2.3323  -0.03
Cl -0.8298 1.2735 -8.7574  -0.10
C -1.4051 1.1814 -7.0892  0.33
Cl -2.6612 -0.0563 -6.9637  -0.10
Cl -0.0556 0.7606 -6.0223  -0.11
Cl -2.0651 2.7469 -6.6076  -0.06
Cl 0.9332 7.7915 -7.2788  -0.10
C -0.2357 6.4991 -7.5757  0.33
Cl -1.7968 6.9419 -6.8698  -0.10
Cl -0.4236 6.2610 -9.3167  -0.10
Cl 0.3352 5.0004 -6.8360  -0.04
Cl -7.2487 0.6861 1.5579  -0.11
C -6.0704 -0.0578 2.6484  0.22
Cl -5.3342 -1.4590 1.8497  -0.10
Cl -4.8157 1.1186 3.0465  0.09
Cl -6.8842 -0.5830 4.1268  -0.11
Cl 7.4260 -4.1351 -5.4831  -0.11
C 6.2566 -2.8490 -5.1614  0.32
Cl 6.9552 -1.2905 -5.6294  -0.11
Cl 4.7883 -3.1388 -6.1042  -0.10
Cl 5.8597 -2.8261 -3.4424  -0.02